Record 1
DFT (wB97M-V/def2-TZVPD) results for a cluster of 2 separate species, C3H4NO6P in total.

The geometry in ORCA input format:
```
! RIJCOSX wB97M-V def2-TZVPD def2/J DEFGRID3
* xyz -2 1
C 2.56965 -0.77527 -0.03532
C 2.01575 1.48980 -0.11841
C -1.28107 0.44106 0.31755
N 1.39512 -1.03167 -0.62365
O -1.65364 -0.86198 0.56785
O -3.96691 0.32550 1.09581
O 3.61723 -1.46180 0.16071
O -3.72382 -0.72971 -1.16631
O -0.37699 0.81626 -0.62662
O 2.47539 0.47664 0.60034
P -3.10219 0.05072 -0.04386
H 1.70188 2.14032 0.70410
H -1.26623 1.04068 1.14711
H 1.28869 -1.87237 -1.30492
H 0.30714 -0.04820 -0.67436
*
```

Properties
calculated total energy: -964.2064 a.u.
highest occupied orbital energy: -0.4 eV
energy relative to the best compared isomer or geometry (same formula, charge and spin): 79.9 kcal/mol

Record 2
DFT (wB97M-V/def2-TZVPD) results for a cluster of 4 separate species, C2H12N2O3 in total.

The geometry in ORCA input format:
```
! RIJCOSX wB97M-V def2-TZVPD def2/J DEFGRID3
* xyz 0 1
C -1.99866 -2.45817 -2.98645
C -0.90604 -2.18235 -2.23354
N -0.83009 -1.06312 -1.37887
N -3.31070 -2.25312 -2.52903
H -1.78648 -2.84497 -3.97307
H -0.00819 -2.79093 -2.23587
H -0.52079 -1.42514 -0.47897
H -1.63444 -0.47520 -1.21912
H -3.60850 -1.46211 -1.98916
H -3.88225 -3.05268 -2.32537
H -1.65967 -0.75795 4.81765
H -1.88449 -1.07786 6.19505
O -2.28969 -1.27588 5.33856
H 3.50850 4.54777 2.51145
H 4.41427 5.18707 3.33456
O 4.35593 4.99746 2.38086
H 4.12963 2.59429 -1.81932
H 3.56002 3.10297 -0.52255
O 4.35165 2.68992 -0.88679
*
```

Properties
calculated total energy: -418.5437 a.u.
highest occupied orbital energy: -7.5 eV
SMILES: N/C=C\N.O.O.O
energy relative to the best compared isomer or geometry (same formula, charge and spin): 59.8 kcal/mol

Record 3
DFT (wB97M-V/def2-TZVPD) results for a cluster of 5 separate species, C40H71N4O7PS in total.

The geometry in ORCA input format:
```
! RIJCOSX wB97M-V def2-TZVPD def2/J DEFGRID3
* xyz 0 1
C -3.07735 -3.61018 -4.90127
C -2.98332 -3.11846 -3.56862
C -2.79101 -2.42317 -2.06059
C -3.63175 -3.34250 -0.99580
C -3.98928 -2.54732 0.43142
C -4.25200 -3.31767 1.71097
C -5.12599 -3.77220 -1.61246
C -6.00973 -2.45071 -2.01600
C -7.47749 -2.42016 -1.21465
O -8.42566 -1.44799 -1.78057
C -7.95528 -0.06086 -1.64266
C -2.78014 -4.72612 -0.76657
S -1.12688 -4.23949 -0.02802
O -1.25106 -4.46979 1.52821
O 0.06480 -5.15969 -0.47327
O -0.85328 -2.57769 -0.29299
C -1.21759 -2.16379 -1.66298
C -0.15007 -2.87535 -2.73640
C 1.41422 -2.61065 -2.32529
C 2.49027 -3.68067 -2.94661
C 4.00527 -3.57451 -2.31662
C 4.57276 -2.04956 -2.12955
C 5.20247 -1.71638 -0.65074
C 4.24445 -2.11388 0.61794
C 3.08324 -1.01981 0.98850
C 3.51704 0.55030 0.80769
C 2.48700 1.42245 1.79529
C 1.75606 2.67425 1.02534
C 0.31882 2.94808 1.83038
P -0.99259 -0.22860 -1.68712
O -1.28802 0.41245 -3.10256
O 0.59361 0.28643 -1.18713
O -2.12172 0.47989 -0.51265
H -3.52562 -3.84624 -5.98127
H -3.33938 -1.36765 -2.15304
H -4.03479 -1.38116 0.51967
H -3.61187 -3.18971 2.68946
H -5.10513 -4.11859 1.67365
H -5.69165 -4.27848 -0.69111
H -5.05963 -4.59928 -2.43750
H -6.20460 -2.33043 -3.16519
H -5.46650 -1.44526 -1.67377
H -7.34511 -2.18468 -0.06394
H -7.90200 -3.51439 -1.29089
H -7.27801 0.13396 -0.69920
H -7.35460 0.26819 -2.61024
H -8.86795 0.67223 -1.55681
H -3.31648 -5.43718 -0.00003
H -2.67417 -5.30215 -1.79627
H -0.41100 -4.01376 -2.91440
H -0.32810 -2.28502 -3.75862
H 1.60332 -2.56198 -1.17123
H 1.70213 -1.54770 -2.78574
H 2.08945 -4.76406 -2.64391
H 2.51323 -3.69947 -4.14011
H 4.06155 -4.23404 -1.32619
H 4.72442 -4.13425 -3.08762
H 3.81611 -1.19575 -2.38768
H 5.47329 -1.92986 -2.90407
H 5.58693 -0.60843 -0.65832
H 6.18090 -2.39342 -0.55120
H 3.72502 -3.16205 0.54185
H 4.96217 -2.17773 1.56923
H 2.06195 -1.16445 0.43640
H 2.84680 -1.16632 2.14957
H 3.29572 0.96594 -0.28650
H 4.62107 0.76536 1.14898
H 1.61194 0.67728 2.11727
H 3.01263 1.76650 2.78993
H 1.56962 2.51413 -0.11880
H 2.42156 3.63462 1.25007
H -0.12868 1.97481 2.31077
H 0.43041 3.73156 2.70389
H -0.51783 3.37380 1.10948
H 1.19327 0.43434 -2.00082
H -1.92857 0.02091 0.37864
C 1.45231 -0.76592 -7.15032
C 2.79284 -0.03964 -7.19814
C 3.74805 -0.47978 -6.08699
C 3.12840 -0.18516 -4.73070
N 2.61429 0.05918 -3.60549
H 0.91138 -0.55539 -6.22227
H 0.81432 -0.44100 -7.97826
H 1.59042 -1.85018 -7.23109
H 2.61364 1.04030 -7.12864
H 3.26356 -0.22607 -8.16974
H 4.69765 0.05869 -6.17294
H 3.95773 -1.55226 -6.16230
C -0.52336 5.07277 7.90602
C -1.40667 4.75525 6.70363
C -0.92383 3.53565 5.91608
C 0.47808 3.78882 5.38615
N 1.64118 3.99883 4.94657
H 0.49701 5.32711 7.60207
H -0.92211 5.93225 8.45410
H -0.47644 4.22106 8.59421
H -1.44014 5.63301 6.04665
H -2.42958 4.57459 7.05198
H -1.59675 3.34173 5.07426
H -0.91279 2.64535 6.55412
C -3.20155 3.86688 -0.34020
C -3.98637 5.08351 -0.82047
C -3.68826 6.34358 -0.00552
C -4.06445 6.11503 1.44931
N -4.37647 5.92539 2.65629
H -3.46210 3.59804 0.68842
H -3.42428 2.99871 -0.96850
H -2.12245 4.05315 -0.38559
H -5.05820 4.85506 -0.77370
H -3.74271 5.27113 -1.87202
H -4.26373 7.18893 -0.39706
H -2.62486 6.59901 -0.06712
C 6.48955 2.42293 6.01459
C 5.84936 1.05406 5.80686
C 6.38401 0.32854 4.57051
C 6.09266 1.15151 3.32626
N 5.85103 1.83429 2.29401
H 6.27381 3.10056 5.18243
H 6.09892 2.89115 6.92358
H 7.57739 2.33599 6.11592
H 4.76285 1.17975 5.72369
H 6.03522 0.43671 6.69267
H 5.90496 -0.65137 4.47365
H 7.46484 0.17144 4.65397
*
```

Properties
calculated total energy: -3051.2162 a.u.
highest occupied orbital energy: -8.6 eV
SMILES: C#C[C@H]1[C@@](C=C)(CCCOC)CS(=O)(=O)O[C@]1(CCCCCCCCCCCC)P(=O)(O)O.CCCC#N.CCCC#N.CCCC#N.CCCC#N

Record 4
DFT (wB97M-V/def2-TZVPD) results for an isolated molecule of C5H6O.

The geometry in ORCA input format:
```
! RIJCOSX wB97M-V def2-TZVPD def2/J DEFGRID3
* xyz 0 1
O -1.55555 1.34907 -0.04026
C -1.10707 0.15147 0.52964
C -0.91023 -1.06889 -0.29950
C 0.32811 -0.43856 0.32257
C 1.43595 0.32115 -0.20857
C 2.57398 0.74663 -0.16809
H -1.08267 1.58450 -0.85049
H -1.59629 0.07636 1.50055
H -1.09300 -1.07080 -1.37185
H -1.20599 -1.98899 0.20129
H 0.91917 -1.05109 0.98946
H 3.29358 1.38916 -0.60474
*
```

Properties
calculated total energy: -269.2184 a.u.
highest occupied orbital energy: -9.3 eV
SMILES: C#C[C@@H]1C[C@@H]1O
energy relative to the best compared isomer or geometry (same formula, charge and spin): 80.2 kcal/mol

Record 5
DFT (wB97M-V/def2-TZVPD) results for an isolated molecule of C3H4F3NS.

The geometry in ORCA input format:
```
! RIJCOSX wB97M-V def2-TZVPD def2/J DEFGRID3
* xyz 0 1
C 0.85114 -0.45260 0.07285
C 0.26916 1.15244 0.07037
C -0.76343 1.37932 1.14802
N -0.10739 -1.40076 0.11560
F -0.88844 2.73787 1.36108
F -0.45165 0.85998 2.31639
F -2.01676 0.86853 0.89240
S 2.44220 -0.77143 0.27546
H 1.01189 1.74567 0.37643
H -0.01176 1.28912 -0.88238
H -1.08482 -1.08412 0.28300
H 0.12291 -2.34176 0.24994
*
```

Properties
calculated total energy: -869.2510 a.u.
highest occupied orbital energy: -8.8 eV
SMILES: NC(=S)CC(F)(F)F
energy relative to the best compared isomer or geometry (same formula, charge and spin): 0.0 kcal/mol

Record 6
DFT (wB97M-V/def2-TZVPD) results for a structure of composition C18H30NO4P2Ru.

The geometry in ORCA input format:
```
! RIJCOSX wB97M-V def2-TZVPD def2/J DEFGRID3
* xyz 0 6
C -0.92725 1.19372 -4.51052
C -1.07751 0.85510 -3.14365
N -0.13098 1.32384 -2.23416
C 0.75092 2.27728 -2.57703
C 0.79105 2.75469 -3.88797
C -0.01317 2.16713 -4.86278
C -2.13623 0.10493 -2.63496
P -2.25874 -0.09258 -0.87260
Ru -0.17405 0.59417 -0.33371
P 1.81220 1.58284 -0.11992
C 1.67484 2.79949 -1.49089
O -0.56839 -4.33188 -5.37408
O 0.96700 -5.36357 -0.14228
H -1.62067 0.70181 -5.18873
H 1.53213 3.52028 -4.07194
H 0.07766 2.48906 -5.89995
C -3.79029 0.74358 -0.37568
C -2.57629 -1.84959 -0.55544
H 2.69088 2.99505 -1.86185
H 1.28872 3.72252 -1.03283
H -1.41917 -4.28137 -4.92986
H -2.93710 -0.18726 -3.31406
C 2.00713 2.37067 1.50091
C 3.36987 0.71914 -0.42302
H 0.48929 -0.91911 -0.51632
H 0.06584 -5.52205 0.18093
H 1.05450 -5.93310 -0.91979
H -0.02986 -3.64023 -4.91806
H -1.44710 1.37263 0.33367
H 1.07053 -0.46209 -0.93929
H -4.63849 0.35116 -0.94959
H -3.94455 0.59089 0.69787
H -3.65232 1.81386 -0.56561
H -3.36796 -2.21459 -1.21990
H -1.66232 -2.43206 -0.71827
H -2.88518 -1.99633 0.48495
H 4.18202 1.45077 -0.30741
H 3.44696 -0.09422 0.30868
H 3.36401 0.29917 -1.43517
H 2.90007 3.01515 1.49862
H 1.09503 2.94139 1.72044
H 2.11176 1.56411 2.24494
O 1.81784 -1.08499 1.81081
C 0.69195 -0.80187 2.22043
O -0.36426 -0.50856 1.50215
C 0.42245 -0.71049 3.69877
C -0.65775 0.07406 4.12693
C -0.80248 0.40180 5.47111
C 0.10198 -0.15550 6.38787
C 1.13826 -1.00694 5.96737
C 1.30772 -1.29447 4.61242
H -1.36068 0.41505 3.36622
H -1.63241 1.04303 5.77760
H -0.03801 0.05757 7.44458
H 1.79113 -1.46218 6.71771
H 2.09942 -1.96094 4.25234
*
```

Properties
calculated total energy: -1836.9100 a.u.
highest occupied orbital energy (spin up / spin down): -4.4 / -8.1 eV

Record 7
DFT (wB97M-V/def2-TZVPD) results for a structure of composition CHF3MgNO3S2V.

The geometry in ORCA input format:
```
! RIJCOSX wB97M-V def2-TZVPD def2/J DEFGRID3
* xyz 1 4
Mg 0.48136 2.63112 -0.33724
N -0.20877 -0.37445 -1.69208
S -1.24620 0.94780 -2.17733
O -0.31580 2.26497 -2.00638
S 0.05356 -0.47383 -0.18868
O 0.60316 0.80293 0.51871
O 1.06687 -1.50959 0.18221
C -1.46518 -0.88380 0.88238
F -2.16899 0.20371 1.10223
F -2.18281 -1.76754 0.22592
F -1.05743 -1.39014 2.02495
V 2.32071 -0.30830 1.10816
H 4.11952 -0.14288 0.35714
*
```

Properties
calculated total energy: -2558.8737 a.u.
highest occupied orbital energy (spin up / spin down): -11.7 / -11.7 eV
energy relative to the best compared isomer or geometry (same formula, charge and spin): 60.9 kcal/mol

Record 8
DFT (wB97M-V/def2-TZVPD) results for a structure of composition C14H30InN3O4PS2.

The geometry in ORCA input format:
```
! RIJCOSX wB97M-V def2-TZVPD def2/J DEFGRID3
* xyz 3 1
In -1.33560 -0.88301 -0.23351
C -0.48377 2.15470 -2.17631
O -1.34291 1.51515 -1.22841
C -2.73502 1.75413 -1.47365
C -3.26030 0.78259 -2.50052
O -3.00040 -0.53918 -2.00538
C -3.02279 -1.56502 -3.02028
C -1.58755 -1.90698 -3.33731
O -0.98214 -2.40756 -2.13304
C -0.96800 -3.84758 -2.05295
H -0.46779 3.23101 -1.99901
H -0.80597 1.96672 -3.20150
H 0.51519 1.74294 -2.04532
H -2.90234 2.78459 -1.79371
H -3.24459 1.61401 -0.51792
H -2.75416 0.90928 -3.46157
H -4.33266 0.92064 -2.65306
H -3.57562 -1.22946 -3.89786
H -3.55145 -2.41682 -2.59162
H -1.03022 -1.01164 -3.62030
H -1.50084 -2.62934 -4.14947
H -0.12586 -4.23398 -2.62594
H -1.90099 -4.26038 -2.43650
H -0.86230 -4.12151 -1.00493
C 2.99999 3.74234 4.56184
N 4.32984 2.97499 4.33825
C 4.47643 1.92473 5.47074
N 3.33126 1.08780 5.50787
C 2.11104 1.86344 5.72967
N 1.91186 2.83363 4.65002
C 1.54261 2.20191 3.38639
P 2.94050 1.12434 2.90593
C 4.34489 2.30233 2.99752
C 3.22791 0.12678 4.41128
H 2.89370 4.43692 3.72882
H 3.12819 4.29402 5.49300
H 5.10757 3.64032 4.38902
H 4.57716 2.49338 6.39548
H 5.39365 1.37097 5.27122
H 2.18977 2.39259 6.67907
H 1.25527 1.19266 5.77778
H 1.35141 2.94700 2.61082
H 0.63806 1.60338 3.51319
H 4.26936 3.05216 2.20714
H 5.28934 1.76628 2.87833
H 4.14055 -0.45492 4.31005
H 2.39833 -0.56232 4.57991
C 5.86869 -1.96262 2.02219
O 4.72868 -1.01308 2.01744
C 4.16068 -0.77745 0.84864
S 4.46097 -1.25423 -0.63881
S 2.70667 0.31859 1.04546
H 6.48643 -1.65105 2.85748
H 6.39804 -1.88320 1.07896
H 5.45179 -2.95393 2.17227
*
```

Properties
calculated total energy: -2343.5316 a.u.
highest occupied orbital energy: -16.7 eV